1.
Entry from the OMol25 dataset: the ion C16H35BFN3O8P with charge -1 (wB97M-V/def2-TZVPD).

Last column: Löwdin charge in e.
Cartesian coordinates (Å):
C -0.381 -4.550 2.281  -0.0864
C -0.312 -3.966 0.774  -0.2905
O -1.190 -2.835 0.635  -0.1800
C -1.537 -2.737 -0.769  -0.2300
C -2.196 -1.349 -1.199  -0.0490
B -1.366 -0.005 -0.762  -0.8369
C -2.445 1.269 -0.934  -0.1041
C -3.277 1.233 -2.306  -0.2029
C -4.826 0.809 -2.127  -0.1022
C -5.616 1.677 -1.060  -0.4074
O -6.786 1.318 -0.754  -0.0079
O -5.111 2.796 -0.382  0.0387
O -0.051 0.269 -1.390  0.0099
C 1.099 0.373 -0.504  -0.3062
C 1.796 -1.047 -0.742  -0.0865
C 2.163 -1.374 -2.255  -0.1392
F 1.047 -1.944 -2.975  -0.1022
C 2.133 1.497 -1.034  -0.0372
C 3.609 1.320 -0.456  -0.3523
O 4.461 0.623 -1.401  -0.0749
C 4.332 2.677 -0.039  -0.2042
N 5.736 2.291 0.403  -0.0468
C 0.306 0.657 0.873  -0.3376
C 0.013 2.221 1.240  -0.2045
N -1.330 2.414 1.885  0.0042
P 0.863 -0.148 2.478  0.7406
N 2.033 0.763 3.129  -0.2198
O 1.508 -1.712 2.311  -0.2144
O -0.429 -0.186 3.591  -0.1968
O -1.018 0.144 0.692  -0.0837
H -1.204 -5.330 2.276  0.0645
H 0.614 -5.075 2.516  0.0716
H -0.551 -3.715 3.028  0.0705
H 0.787 -3.747 0.575  0.1000
H -0.636 -4.739 -0.006  0.1139
H -2.326 -3.558 -0.967  0.1189
H -0.640 -2.982 -1.426  0.1085
H -2.282 -1.384 -2.347  0.1155
H -3.252 -1.242 -0.755  0.1081
H -3.138 1.178 -0.022  0.1081
H -1.844 2.236 -0.921  0.0919
H -2.809 0.614 -3.135  0.1024
H -3.316 2.317 -2.695  0.1027
H -4.963 -0.279 -1.842  0.1125
H -5.360 0.944 -3.136  0.1227
H -5.682 3.012 0.390  0.1227
H 1.035 -1.840 -0.416  0.1062
H 2.717 -1.235 -0.078  0.1106
H 2.618 -0.517 -2.836  0.1061
H 2.961 -2.202 -2.233  0.1191
H 2.202 1.495 -2.181  0.1349
H 1.800 2.557 -0.761  0.1109
H 3.547 0.664 0.489  0.1335
H 4.820 -0.157 -0.934  0.0926
H 4.480 3.414 -0.895  0.1180
H 3.866 3.189 0.870  0.1171
H 5.670 1.337 0.785  0.0483
H 6.038 2.872 1.193  0.0527
H -0.031 2.815 0.257  0.1141
H 0.854 2.692 1.846  0.0974
H -1.592 3.388 1.659  0.0756
H -1.140 2.430 2.901  0.0624
H 2.878 0.190 3.250  -0.0547
H 1.898 -2.035 3.148  0.0735
H -1.244 0.196 3.197  0.0572

## Properties
Total charge   -1
HOMO level   -4.3 eV
Total energy   -50693.126 eV
Gap between HOMO and LUMO   6.88 eV
ΔE to the lowest compared entry with this formula, charge and spin   336.7 kJ/mol

---

2.
Entry from the OMol25 dataset: an isolated molecule of C4H6N2S (wB97M-V/def2-TZVPD).

Last column: Löwdin charge in e.
Cartesian coordinates (Å):
C 1.779 1.201 -0.122  -0.1103
C 1.032 -0.132 -0.196  -0.8573
S 1.865 -1.601 -0.201  0.5979
N -0.282 0.037 -0.018  -0.0464
C -1.236 -1.042 0.217  -0.1735
C -2.638 -0.604 -0.038  -0.1844
N -3.670 -0.305 -0.424  0.1495
H 1.108 2.020 -0.485  0.0827
H 2.769 1.223 -0.606  0.0794
H 1.934 1.420 0.948  0.0868
H -0.548 1.020 0.177  0.1535
H -1.084 -1.426 1.232  0.1293
H -1.031 -1.810 -0.483  0.0929

## Properties
Total charge   0
HOMO level   -8.7 eV
Total energy   -18060.055 eV
Structure (SMILES)   CC(=S)NCC#N
Gap between HOMO and LUMO   9.13 eV
ΔE to the lowest compared entry with this formula, charge and spin   88.6 kJ/mol

---

3.
Entry from the OMol25 dataset: a structure of composition C4H9NO (wB97M-V/def2-TZVPD).

Last column: Löwdin charge in e.
Cartesian coordinates (Å):
C -1.843 -0.652 -1.012  -0.1175
C -1.449 0.468 -0.131  -0.2677
C -1.772 1.740 -0.147  -0.0329
H -0.449 0.164 0.573  0.0714
H -2.523 -0.303 -1.793  0.0719
H -0.958 -1.090 -1.477  0.0721
H -2.338 -1.441 -0.443  0.0739
H -2.451 2.140 -0.894  0.0495
H -1.401 2.445 0.583  0.0440
C 3.258 -1.075 0.728  -0.0732
O 0.939 -0.036 0.626  -0.1712
N 2.676 -0.011 1.019  0.0572
H 1.270 0.807 1.040  0.0544
H 2.815 -1.882 0.139  0.0869
H 4.228 -1.273 1.188  0.0812

## Properties
Total charge   0
HOMO level   -9.2 eV
Total energy   -7825.965 eV
Gap between HOMO and LUMO   9.04 eV
ΔE to the lowest compared entry with this formula, charge and spin   613.1 kJ/mol

---

- ΔE to the lowest compared entry with this formula, charge and spin of number 2 (C4H6N2S)?
  88.6 kJ/mol

---

- Which of these has the lowest total energy?
  C16H35BFN3O8P

---

- ΔE to the lowest compared entry with this formula, charge and spin of number 1 (C16H35BFN3O8P)?
  336.7 kJ/mol